(1)
This record from the OMol25 dataset describes C41H50BBrF2N4OPSe2Tl as an isolated structure. The level of theory is the ωB97M-V functional and the def2-TZVPD basis.

The energy comes out at -272167.1965 eV. For the max |F|, the calculation gives 0.68 eV/Å. The HOMO energy comes out at -1.141 eV. The HOMO-LUMO gap comes out at 4.65 eV. Its LUMO energy is 3.5 eV. Its total charge is -2.

CARTESIAN COORDINATES (ANGSTROEM)
Tl (-0.121, 0.033, -0.645)
Br (-6.367, -2.362, -5.372)
Se (2.297, -0.209, -3.060)
Se (-0.712, 2.328, -3.510)
P (2.160, 0.002, 1.597)
F (-3.494, -0.920, -1.050)
F (-2.971, -1.751, 0.944)
O (0.165, -2.454, 0.248)
N (-0.294, -2.581, -2.456)
N (-2.663, -6.799, -1.472)
N (-3.552, -6.854, -2.379)
N (-0.001, 2.227, 1.915)
C (-0.545, 5.828, 2.777)
C (-1.522, 6.207, 1.871)
C (-2.024, 5.205, 1.049)
C (-0.229, 1.080, 5.413)
C (-2.256, 2.861, 0.256)
C (4.493, -1.242, 2.931)
C (1.588, -0.024, 4.362)
C (-1.785, -5.768, -1.256)
C (0.997, 4.319, 3.947)
C (-0.934, -3.836, -4.369)
C (-0.502, 1.737, 4.237)
C (-1.576, 3.892, 1.110)
C (-0.051, 4.528, 2.869)
C (-0.450, -2.675, -3.756)
C (2.412, -2.633, 2.649)
C (-0.335, -3.485, -0.230)
C (-5.200, -4.945, -5.058)
C (2.894, 2.603, 0.891)
C (-4.307, -4.505, -2.464)
C (-4.064, -5.749, -3.068)
C (3.512, 1.268, 1.308)
C (-1.331, -4.747, -2.177)
C (-1.283, -5.714, 0.060)
C (2.145, 1.735, -3.285)
C (-1.373, -4.868, -3.579)
C (3.237, -1.466, 2.082)
C (-0.537, 3.503, 1.997)
C (-0.676, -3.602, -1.670)
C (0.845, 0.192, 5.513)
C (-1.316, 3.643, -4.837)
C (1.314, 0.571, 3.124)
C (1.083, 2.155, -4.293)
C (-4.989, -3.505, -3.136)
C (3.883, -0.353, -4.244)
C (4.455, 0.785, 0.205)
C (-4.535, -5.947, -4.370)
C (-5.429, -3.734, -4.430)
C (0.251, 1.528, 3.041)
C (-2.060, 7.615, 1.809)
C (1.130, -0.560, 6.792)
C (-0.592, -4.647, 0.561)
B (-2.513, -0.974, -0.083)
H (-1.719, -5.784, -4.033)
H (2.431, -0.695, 4.438)
H (-2.010, 8.018, 0.793)
H (-0.671, 4.519, -4.804)
H (0.550, 4.462, 4.937)
H (-2.254, 1.891, 0.749)
H (-5.152, -2.548, -2.659)
H (-3.948, -4.317, -1.459)
H (4.161, -1.405, -4.270)
H (-0.287, -4.618, 1.600)
H (-0.858, 1.262, 6.284)
H (1.310, 3.141, -4.704)
H (-1.325, 2.442, 4.192)
H (1.804, 5.049, 3.835)
H (5.006, -0.117, 0.487)
H (-1.753, 2.724, -0.706)
H (3.891, 0.557, -0.703)
H (-4.355, -6.904, -4.847)
H (-0.150, -1.809, -4.341)
H (-2.330, 3.923, -4.560)
H (3.574, -1.780, 1.088)
H (1.939, 2.147, -2.299)
H (4.068, 1.396, 2.244)
H (4.700, 0.233, -3.824)
H (-2.816, 5.446, 0.342)
H (-0.955, -3.917, -5.449)
H (2.219, -2.502, 3.715)
H (-1.491, 8.279, 2.465)
H (-1.316, 3.205, -5.834)
H (5.172, -0.505, 2.496)
H (4.258, -0.920, 3.945)
H (1.337, 0.115, 7.631)
H (2.343, 3.060, 1.704)
H (5.187, 1.566, -0.033)
H (-1.546, -6.540, 0.714)
H (-0.136, 6.580, 3.454)
H (0.275, -1.182, 7.079)
H (1.026, 1.440, -5.114)
H (1.992, -1.220, 6.669)
H (-3.291, 3.149, 0.048)
H (5.036, -2.191, 3.007)
H (1.428, 3.326, 3.943)
H (1.455, -2.709, 2.136)
H (2.182, 2.461, 0.072)
H (-5.533, -5.101, -6.076)
H (3.636, -0.010, -5.248)
H (3.126, 2.074, -3.616)
H (-3.108, 7.652, 2.123)
H (2.953, -3.577, 2.518)
H (3.674, 3.302, 0.561)

(2)
This record from the OMol25 dataset describes a 11-piece molecular cluster, C41H50F13INO31 overall. The level of theory is the ωB97M-V functional and the def2-TZVPD basis.

The energy comes out at -151713.9765 eV. For the max |F|, the calculation gives 1.58 eV/Å. The HOMO energy comes out at -12.031 eV. The HOMO-LUMO gap comes out at 8.84 eV. Its LUMO energy is -3.2 eV. Its total charge is +1.

CARTESIAN COORDINATES (ANGSTROEM)
I (-0.257, -1.541, -1.778)
F (1.355, -6.874, -8.789)
F (-0.705, -5.895, -5.549)
F (9.936, -2.637, -7.812)
F (5.388, -0.526, -3.840)
F (2.585, 9.756, 1.651)
F (-9.008, 3.538, 0.732)
F (-0.041, 3.406, -1.650)
F (-3.067, -5.177, 0.509)
F (0.295, 4.102, 9.317)
F (2.856, -0.366, 5.390)
F (3.648, -0.099, 8.570)
F (-3.210, -5.154, -1.715)
F (-5.013, -5.466, -0.495)
O (0.880, -6.662, -2.586)
O (7.026, 0.303, -6.192)
O (0.146, 13.062, 3.346)
O (2.593, -2.821, -10.133)
O (-3.333, 2.007, 0.847)
O (0.272, 5.528, -0.929)
O (8.757, -1.048, -6.718)
O (1.533, 2.312, 5.443)
O (-0.163, 7.487, 0.101)
O (1.723, 0.671, 1.223)
O (1.659, 11.487, 2.772)
O (6.686, -1.599, -7.339)
O (3.424, 1.399, 2.493)
O (-0.316, -0.561, 10.519)
O (2.252, -3.437, -5.012)
O (-5.523, 1.779, 2.858)
O (-7.471, 2.545, 3.641)
O (-1.220, 5.605, 0.727)
O (2.544, 2.291, 7.443)
O (1.267, -6.703, -4.789)
O (-0.486, 11.225, 2.209)
O (4.107, -2.235, -4.578)
O (1.987, -3.557, -8.095)
O (2.104, -0.226, 3.260)
O (0.608, -1.709, 8.818)
O (2.948, -7.140, -3.344)
O (1.817, -0.166, 9.889)
O (2.181, -5.013, -9.777)
O (2.127, -1.218, -4.691)
O (0.521, 3.201, 7.253)
O (-7.139, 2.475, 1.430)
N (-5.268, -2.930, -1.313)
C (4.384, -0.841, -4.686)
C (-1.277, 4.278, 0.187)
C (2.282, -3.702, -9.409)
C (3.822, 1.153, 3.852)
C (-4.089, -3.301, -0.480)
C (0.743, 3.018, 8.649)
C (1.534, 2.583, 6.600)
C (-0.310, -6.204, -3.225)
C (-0.137, -6.721, -4.634)
C (7.449, -0.678, -6.701)
C (0.043, 4.184, -0.541)
C (-1.537, -2.784, -0.540)
C (-3.333, -0.966, -0.406)
C (-3.815, -4.794, -0.559)
C (2.247, 2.882, 8.718)
C (8.809, -2.413, -7.098)
C (2.136, -5.783, -8.588)
C (-5.780, -1.586, -0.851)
C (1.843, -1.579, 8.101)
C (-4.189, 1.858, -0.269)
C (-2.961, -2.356, -0.912)
C (1.824, -6.861, -3.548)
C (7.561, -2.561, -7.941)
C (3.249, -0.220, 4.098)
C (-0.354, 6.326, -0.021)
C (2.778, -2.400, -4.780)
C (0.602, -0.794, 9.817)
C (-5.188, 0.706, -0.139)
C (-1.194, -2.626, 0.960)
C (-4.705, -0.511, -0.921)
C (1.512, 10.131, 2.392)
C (0.193, -2.106, 1.298)
C (3.073, -0.225, -4.259)
C (0.408, 12.035, 2.826)
C (-8.543, 2.645, 1.631)
C (-6.604, 2.232, 2.669)
C (1.525, -4.821, -7.599)
C (0.236, 10.153, 1.585)
C (2.357, 0.625, 2.225)
C (-8.613, 3.172, 3.044)
C (2.739, -0.932, 9.132)
H (-0.321, 9.226, 1.635)
H (7.129, -3.557, -7.901)
H (-4.600, -0.200, -1.961)
H (4.685, -0.608, -5.707)
H (0.426, 10.399, 0.540)
H (0.291, -1.036, 1.165)
H (-4.732, 2.795, -0.386)
H (-3.402, -0.995, 0.679)
H (1.858, -4.983, -6.583)
H (3.145, -6.112, -8.336)
H (2.586, 2.245, 9.529)
H (-9.045, 1.689, 1.475)
H (2.200, -2.548, 7.764)
H (-3.721, 1.550, 1.594)
H (2.873, 0.732, -4.732)
H (-8.496, 4.255, 3.075)
H (0.436, -4.850, -7.633)
H (-6.621, -1.306, -1.474)
H (8.827, -3.035, -6.202)
H (4.904, 1.191, 3.954)
H (-1.294, -3.796, -0.823)
H (-6.129, -1.706, 0.168)
H (0.192, 2.138, 8.986)
H (-1.390, 3.539, 0.972)
H (3.257, -1.631, 9.790)
H (-2.992, -2.303, -2.003)
H (3.015, -0.113, -3.175)
H (-2.594, -0.237, -0.707)
H (2.733, 3.855, 8.790)
H (-1.920, -2.015, 1.485)
H (-0.340, -5.112, -3.195)
H (0.363, -2.292, 2.356)
H (1.470, 9.511, 3.290)
H (3.902, -1.050, 3.822)
H (-3.589, 1.725, -1.167)
H (-9.524, 2.891, 3.565)
H (-6.130, 1.038, -0.568)
H (0.977, -2.639, 0.775)
H (-4.349, -3.068, 0.547)
H (-5.370, 0.458, 0.899)
H (0.877, 3.838, 0.072)
H (1.693, -0.932, 7.239)
H (-6.030, -3.604, -1.228)
H (-1.266, -3.619, 1.397)
H (7.746, -2.287, -8.980)
H (-2.121, 4.201, -0.499)
H (-4.982, -2.824, -2.286)
H (-0.507, -7.735, -4.794)
H (-1.194, -6.604, -2.734)
H (3.351, 1.882, 4.516)